Record 1
121
Properties=species:S:1:pos:R:3:mulliken_charge:R:1 method="wB97M-V/def2-TZVPD" smiles="CC(=O)OCC1=C([C@@H](C)F)C(=O)C(B(O)O)=C(N)C1=O.NC(N)=O.NC(N)=O.NC(N)=O.NC(N)=O.NC(N)=O.NC(N)=O.NC(N)=O.NC(N)=O.NC(N)=O.NC(N)=O.NC(N)=O" total_energy_ev=-96222.1399 gap_ha=0.2522 spin_multiplicity=1
C -0.91 0.56 -6.11 -0.75
C -0.88 -0.92 -6.69 0.59
O -1.11 -1.05 -7.92 -0.58
O -0.55 -2.09 -5.97 -0.29
C -1.29 -2.21 -4.72 -0.43
C -0.21 -2.19 -3.53 0.03
C -0.42 -1.73 -2.21 0.14
C -1.84 -1.20 -1.72 1.00
C -2.38 -2.27 -0.62 -0.93
F -1.76 0.12 -1.11 -0.41
C 0.83 -1.76 -1.18 0.47
O 0.70 -1.95 0.05 -0.55
C 2.28 -1.57 -1.82 0.21
B 3.56 -0.84 -1.14 0.34
O 4.76 -1.49 -0.69 -0.57
O 3.49 0.61 -1.00 -0.51
C 2.47 -2.07 -3.14 0.33
N 3.76 -2.00 -3.86 -0.58
C 1.25 -2.75 -3.88 -0.09
O 1.49 -3.70 -4.66 -0.58
H -1.98 0.87 -5.91 0.22
H -0.25 0.73 -5.19 0.24
H -0.48 1.25 -6.93 0.33
H -1.75 -3.27 -4.71 0.22
H -2.14 -1.47 -4.59 0.25
H -2.64 -1.17 -2.54 -0.16
H -3.33 -2.80 -0.99 0.18
H -1.58 -3.10 -0.54 0.27
H -2.48 -1.82 0.42 0.27
H 5.38 -1.41 -1.45 0.29
H 3.61 0.92 -1.93 0.28
H 3.52 -2.19 -4.85 0.36
H 4.29 -2.84 -3.55 0.32
N -2.05 3.07 3.24 -0.26
C -2.26 2.39 2.10 0.53
N -1.29 1.48 1.80 -0.19
O -3.23 2.57 1.38 -0.73
H -1.26 2.93 3.85 0.23
H -2.75 3.76 3.50 0.35
H -1.40 0.94 0.95 0.11
H -0.48 1.31 2.38 0.17
N -4.73 -1.21 -6.67 -0.38
C -5.33 -1.55 -5.50 0.82
N -6.11 -0.59 -4.96 -0.41
O -5.17 -2.65 -4.98 -0.57
H -4.84 -0.32 -7.12 0.15
H -4.14 -1.91 -7.10 0.15
H -6.57 -0.80 -4.09 0.20
H -6.25 0.32 -5.38 0.15
N 1.84 -3.27 3.10 -0.23
C 3.14 -3.28 3.49 0.73
N 3.88 -2.27 2.97 -0.22
O 3.60 -4.12 4.24 -0.79
H 1.44 -2.59 2.48 0.14
H 1.25 -4.01 3.46 0.18
H 4.86 -2.24 3.24 0.14
H 3.52 -1.57 2.35 0.08
N 0.46 -7.45 6.30 -0.42
C 1.06 -6.47 5.57 0.63
N 2.08 -5.84 6.19 -0.28
O 0.70 -6.18 4.43 -0.64
H 0.74 -7.70 7.23 0.15
H -0.31 -7.94 5.86 0.22
H 2.55 -5.11 5.68 0.20
H 2.39 -6.07 7.12 0.17
N -6.54 -4.57 -7.49 -0.29
C -6.16 -5.55 -8.34 0.54
N -4.88 -5.45 -8.79 -0.31
O -6.91 -6.46 -8.69 -0.66
H -5.94 -3.82 -7.19 0.15
H -7.48 -4.61 -7.13 0.17
H -4.56 -6.16 -9.43 0.20
H -4.25 -4.72 -8.52 0.15
N -3.39 6.86 1.77 -0.35
C -3.97 6.52 2.95 0.60
N -4.75 7.49 3.50 -0.43
O -3.82 5.43 3.47 -0.67
H -3.50 7.75 1.33 0.17
H -2.81 6.17 1.33 0.24
H -5.20 7.28 4.37 0.22
H -4.89 8.40 3.09 0.15
N -6.90 -3.68 0.25 -0.39
C -6.42 -3.68 -1.02 0.67
N -7.22 -3.06 -1.93 -0.37
O -5.36 -4.19 -1.33 -0.65
H -7.77 -3.26 0.52 0.15
H -6.34 -4.13 0.95 0.23
H -6.89 -3.03 -2.88 0.18
H -8.10 -2.63 -1.71 0.16
N 1.00 4.82 5.18 -0.34
C 1.37 3.85 4.31 0.68
N 2.64 3.95 3.85 -0.13
O 0.62 2.95 3.96 -0.76
H 1.60 5.57 5.47 0.13
H 0.06 4.78 5.54 0.21
H 2.95 3.25 3.21 0.03
H 3.28 4.68 4.12 0.09
N 6.15 4.93 0.89 -0.41
C 5.12 4.30 1.50 0.69
N 4.54 3.31 0.77 -0.14
O 4.73 4.59 2.62 -0.68
H 6.48 4.71 -0.03 0.15
H 6.60 5.67 1.40 0.22
H 3.77 2.82 1.18 0.05
H 4.84 3.05 -0.16 0.10
N 8.08 -0.53 5.37 -0.39
C 7.87 -1.23 4.22 0.63
N 8.83 -2.15 3.93 -0.38
O 6.90 -1.04 3.51 -0.65
H 8.87 -0.67 5.98 0.16
H 7.39 0.16 5.62 0.22
H 8.71 -2.68 3.09 0.22
H 9.63 -2.32 4.51 0.16
N 3.35 7.63 3.73 -0.28
C 2.93 8.72 3.03 0.61
N 2.43 9.72 3.80 -0.38
O 3.00 8.78 1.82 -0.65
H 3.30 7.56 4.73 0.16
H 3.73 6.86 3.20 0.17
H 2.10 10.55 3.31 0.23
H 2.36 9.69 4.80 0.16


Record 2
110
Properties=species:S:1:pos:R:3:mulliken_charge:R:1 method="wB97M-V/def2-TZVPD" total_charge=-1 e_above_lowest_kj_mol=703.7 total_energy_ev=-148718.9300 gap_ha=0.1782 spin_multiplicity=1
O 0.81 -1.24 -0.22 -0.45
C -0.33 -1.97 -0.12 0.61
O -0.93 -2.03 0.96 -0.70
O -0.71 -2.76 -1.02 -0.76
H 0.67 -0.82 0.63 0.30
O -7.30 -3.14 -1.19 -0.58
S -8.36 -2.15 -1.12 1.14
O -9.15 -1.90 0.08 -0.60
O -7.76 -0.72 -1.67 -0.27
C -7.12 -0.73 -2.94 -0.26
C -6.01 0.39 -2.79 -1.31
C -9.52 -2.62 -2.45 -0.92
H -7.76 -0.43 -3.77 0.32
H -6.55 -1.63 -3.19 0.42
H -5.55 0.60 -3.76 0.37
H -5.27 0.04 -2.07 0.35
H -6.51 1.29 -2.45 0.33
H -10.34 -1.91 -2.42 0.32
H -9.98 -3.55 -2.13 0.35
H -9.01 -2.66 -3.41 0.31
O 0.36 -4.91 5.98 -0.56
S 1.18 -4.56 7.15 1.14
O 0.80 -5.01 8.48 -0.63
O 2.76 -4.99 6.92 -0.27
C 3.56 -5.03 8.09 -0.28
C 5.03 -4.74 7.69 -1.18
C 1.46 -2.72 7.19 -0.81
H 3.54 -6.01 8.56 0.32
H 3.33 -4.26 8.83 0.36
H 5.11 -3.67 7.48 0.29
H 5.56 -5.34 6.95 0.32
H 5.72 -4.78 8.53 0.39
H 2.50 -2.55 7.46 0.25
H 0.85 -2.27 7.97 0.31
H 1.18 -2.42 6.18 0.35
O 4.17 -2.62 -7.76 -0.59
S 4.93 -1.56 -7.19 1.13
O 6.36 -1.73 -7.03 -0.59
O 4.70 -0.18 -8.17 -0.33
C 3.37 0.16 -8.67 -0.18
C 3.56 1.04 -9.92 -1.16
C 4.17 -0.91 -5.66 -0.88
H 2.88 0.73 -7.88 0.29
H 2.67 -0.65 -8.87 0.36
H 3.89 2.02 -9.58 0.28
H 2.67 1.24 -10.53 0.36
H 4.40 0.73 -10.53 0.31
H 3.10 -0.81 -5.83 0.32
H 4.64 0.06 -5.55 0.30
H 4.48 -1.51 -4.80 0.39
O 1.04 7.21 -3.98 -0.58
S 0.93 5.97 -4.71 1.04
O -0.25 5.58 -5.46 -0.57
O 2.27 5.72 -5.65 -0.25
C 2.94 6.83 -6.15 -0.39
C 2.10 7.58 -7.14 -0.98
C 1.29 4.61 -3.55 -0.89
H 3.92 6.48 -6.49 0.38
H 3.23 7.58 -5.42 0.29
H 1.18 7.99 -6.73 0.34
H 1.83 6.85 -7.91 0.27
H 2.84 8.27 -7.55 0.37
H 0.46 4.69 -2.86 0.35
H 2.25 4.80 -3.07 0.30
H 1.43 3.66 -4.07 0.32
O 2.79 -6.49 0.61 -0.56
S 4.23 -6.48 0.53 1.09
O 4.99 -7.56 1.15 -0.60
O 4.66 -6.20 -1.06 -0.23
C 4.83 -7.35 -1.88 -0.31
C 6.31 -7.37 -2.45 -1.05
C 4.95 -4.90 1.16 -0.86
H 4.07 -7.38 -2.66 0.32
H 4.68 -8.26 -1.30 0.31
H 6.45 -6.50 -3.10 0.29
H 6.46 -8.25 -3.08 0.35
H 7.11 -7.30 -1.71 0.28
H 4.69 -4.69 2.20 0.33
H 4.66 -4.09 0.49 0.34
H 6.03 -5.00 1.03 0.30
O 1.08 3.21 3.93 -0.57
S 0.90 4.58 4.48 1.14
O 2.10 5.41 4.58 -0.61
O -0.24 5.32 3.65 -0.24
C -0.49 6.65 4.04 -0.28
C -0.38 7.43 2.76 -1.20
C 0.05 4.41 6.15 -0.94
H 0.18 7.11 4.77 0.38
H -1.46 6.58 4.54 0.33
H -1.01 6.96 2.00 0.31
H 0.63 7.34 2.37 0.29
H -0.53 8.51 2.83 0.37
H -0.88 3.85 6.00 0.34
H -0.25 5.29 6.72 0.33
H 0.69 3.77 6.76 0.35
O -5.73 -1.57 4.21 -0.55
S -5.90 -0.40 5.03 1.13
O -4.83 0.06 5.92 -0.62
O -6.27 0.92 4.07 -0.25
C -5.23 1.45 3.22 -0.35
C -5.64 2.90 2.92 -1.12
C -7.50 -0.58 6.06 -0.91
H -5.13 0.72 2.42 0.38
H -4.21 1.42 3.61 0.35
H -6.64 2.91 2.48 0.30
H -4.90 3.28 2.22 0.37
H -5.57 3.53 3.80 0.29
H -7.54 0.18 6.84 0.32
H -7.53 -1.54 6.57 0.35
H -8.39 -0.54 5.43 0.31


Record 3
94
Properties=species:S:1:pos:R:3:lowdin_spin:R:1 method="wB97M-V/def2-TZVPD" total_energy_ev=-70557.9750 gap_ha="0.3276 / 0.3384" spin_multiplicity=2
C -2.06 -1.76 -0.23 0.01
C -0.77 -2.67 -0.63 0.03
C -1.41 -3.90 -1.49 0.00
C 0.19 -1.89 -1.64 0.00
C 1.53 -1.29 -1.00 0.00
C 2.87 -2.09 -1.35 0.00
C 2.69 -3.67 -1.53 0.00
C 2.63 -4.17 -3.05 0.00
Cl 2.01 -5.93 -2.99 0.00
N 1.69 0.11 -1.60 0.00
C 2.74 0.69 -1.15 0.00
S 4.10 1.36 -0.45 0.00
C 1.27 -1.07 0.57 0.00
C 0.72 -2.35 1.36 0.02
C 0.05 -1.82 2.71 0.01
C 2.05 -3.19 1.83 0.01
N -0.10 -3.30 0.55 0.29
O -1.07 -3.70 1.37 0.61
H -1.83 -1.00 0.59 0.00
H -2.93 -2.46 0.03 0.00
H -2.38 -1.17 -1.15 0.00
H -2.34 -3.53 -2.05 0.00
H -1.63 -4.81 -0.85 0.00
H -0.67 -4.25 -2.30 0.00
H 0.48 -2.47 -2.57 0.00
H -0.41 -0.98 -2.02 0.00
H 3.68 -1.92 -0.56 0.00
H 3.30 -1.70 -2.35 0.00
H 3.62 -4.16 -1.06 0.00
H 1.79 -4.11 -0.99 0.00
H 3.65 -4.15 -3.57 0.00
H 1.87 -3.62 -3.70 0.00
H 2.19 -0.69 1.15 0.00
H 0.47 -0.24 0.68 0.00
H -0.91 -1.21 2.55 0.00
H -0.10 -2.63 3.50 0.00
H 0.80 -1.08 3.17 0.00
H 2.12 -3.16 2.97 0.00
H 2.97 -2.71 1.37 0.00
H 1.99 -4.25 1.41 0.00
C 0.20 2.86 2.16 0.00
O 0.16 2.69 0.75 0.00
H -0.81 3.02 2.53 0.00
H 0.62 1.96 2.63 0.00
H 0.81 3.73 2.41 0.00
H 1.08 2.56 0.46 0.00
C 3.06 -2.01 -5.86 0.00
O 2.40 -1.11 -4.97 0.00
H 2.74 -3.03 -5.63 0.00
H 2.79 -1.77 -6.89 0.00
H 4.14 -1.93 -5.72 0.00
H 2.69 -0.22 -5.19 0.00
C -2.71 6.10 3.12 0.00
O -1.63 5.40 2.52 0.00
H -2.57 6.10 4.20 0.00
H -2.73 7.13 2.76 0.00
H -3.65 5.60 2.88 0.00
H -1.77 5.41 1.56 0.00
C 5.53 4.93 0.63 0.00
O 4.17 4.92 0.23 0.00
H 5.74 5.87 1.13 0.00
H 5.72 4.10 1.32 0.00
H 6.17 4.83 -0.25 0.00
H 4.01 4.07 -0.21 0.00
C -4.08 4.68 6.42 0.00
O -4.33 5.99 5.91 0.00
H -4.23 3.96 5.61 0.00
H -3.05 4.62 6.78 0.00
H -4.78 4.47 7.23 0.00
H -4.19 6.61 6.64 0.00
C -0.25 -2.09 -8.26 0.00
O 0.82 -2.81 -8.86 0.00
H -0.13 -2.11 -7.18 0.00
H -0.24 -1.05 -8.61 0.00
H -1.20 -2.56 -8.53 0.00
H 0.69 -2.77 -9.82 0.00
C -4.36 4.98 10.30 0.00
O -3.66 5.51 9.19 0.00
H -5.30 4.54 9.95 0.00
H -3.76 4.21 10.79 0.00
H -4.59 5.78 11.01 0.00
H -2.84 5.89 9.53 0.00
C 1.11 -6.79 -7.17 0.00
O 0.82 -7.61 -6.05 0.00
H 0.81 -7.31 -8.08 0.00
H 0.55 -5.85 -7.10 0.00
H 2.18 -6.58 -7.21 0.00
H 1.08 -7.12 -5.26 0.00
C -4.93 3.04 1.96 0.00
O -4.23 3.57 0.84 0.00
H -5.87 2.60 1.61 0.00
H -4.33 2.27 2.44 0.00
H -5.16 3.85 2.66 0.00
H -3.41 3.95 1.18 0.00


Record 4
94
Properties=species:S:1:pos:R:3:mulliken_charge:R:1 method="wB97M-V/def2-TZVPD" total_charge=+1 total_energy_ev=-72906.5405 gap_ha=0.2301 spin_multiplicity=1
C -3.54 9.22 -1.68 -1.75
C -3.12 7.82 -1.16 0.84
C -4.27 6.83 -1.58 -1.38
C -1.74 7.38 -1.65 -1.02
N -1.11 6.49 -0.63 0.12
C 0.42 6.38 -0.61 -0.71
C 0.74 5.05 0.14 0.13
Cl 1.66 3.83 -0.75 -0.20
C -0.67 4.64 0.69 -0.02
C -0.88 3.22 1.25 -1.00
C -2.21 3.22 2.04 -0.39
N -2.06 3.82 3.38 -0.65
C -1.53 5.06 -0.51 -0.64
O -1.16 4.43 -1.69 -0.47
H -3.13 10.04 -1.09 0.40
H -3.32 9.30 -2.75 0.40
H -4.62 9.27 -1.59 0.46
H -3.19 7.89 -0.06 0.20
H -5.02 6.85 -0.79 0.33
H -3.90 5.82 -1.80 0.28
H -4.73 7.25 -2.47 0.48
H -1.09 8.26 -1.71 0.46
H -1.76 6.94 -2.65 0.43
H -1.28 6.98 0.25 0.50
H 0.72 7.16 0.09 0.28
H 0.83 6.51 -1.61 0.45
H 1.35 5.22 1.03 0.56
H -0.89 5.32 1.51 0.16
H -0.06 3.05 1.96 0.34
H -0.85 2.45 0.48 0.32
H -2.66 2.23 2.09 0.39
H -2.91 3.86 1.47 0.20
H -1.28 4.46 3.43 0.24
H -2.88 4.40 3.55 0.27
H -2.59 4.84 -0.33 0.52
H -1.82 4.61 -2.38 0.44
O 1.03 0.60 3.07 -0.75
P 2.24 -0.31 2.92 0.55
N 2.63 0.07 1.29 0.50
C 2.07 -0.53 0.09 -0.90
C 3.09 1.43 1.07 -1.28
N 1.45 -1.79 3.27 0.31
C 1.14 -2.83 2.30 -1.11
C 0.35 -1.68 4.23 -1.05
N 3.83 -1.13 3.12 0.02
C 4.75 -0.40 3.99 -1.00
C 4.57 -1.76 2.05 -0.82
H 2.81 -0.49 -0.72 0.42
H 1.16 -0.03 -0.25 0.18
H 1.85 -1.59 0.22 0.18
H 4.18 1.50 1.22 0.23
H 2.61 2.13 1.76 0.38
H 2.88 1.78 0.07 0.36
H 0.48 -2.47 1.50 0.42
H 0.63 -3.66 2.78 0.42
H 2.04 -3.27 1.87 0.14
H -0.59 -1.36 3.75 0.30
H 0.59 -0.96 5.01 0.35
H 0.18 -2.64 4.72 0.37
H 5.20 0.46 3.48 0.31
H 5.55 -1.05 4.35 0.34
H 4.22 -0.02 4.87 0.34
H 5.13 -1.04 1.43 0.26
H 3.95 -2.35 1.38 0.15
H 5.29 -2.45 2.49 0.39
O -0.02 -4.90 -0.37 -0.75
P -0.07 -6.12 -1.28 0.66
N 0.40 -5.36 -2.75 0.31
C -0.44 -4.66 -3.70 -1.13
C 1.78 -4.88 -2.78 -1.21
N -1.74 -6.49 -1.05 0.22
C -2.80 -6.30 -2.01 -1.04
C -2.25 -6.17 0.29 -1.03
N 0.16 -7.74 -2.03 -0.01
C 1.32 -8.46 -1.48 -1.01
C 0.04 -8.02 -3.44 -0.91
H -0.01 -4.75 -4.70 0.40
H -0.56 -3.60 -3.46 0.30
H -1.43 -5.11 -3.78 0.34
H 2.46 -5.68 -3.11 0.26
H 2.11 -4.55 -1.80 0.31
H 1.91 -4.04 -3.47 0.45
H -2.91 -5.25 -2.31 0.35
H -3.75 -6.62 -1.60 0.37
H -2.66 -6.93 -2.90 0.23
H -2.54 -5.11 0.38 0.31
H -1.50 -6.37 1.05 0.31
H -3.11 -6.79 0.52 0.39
H 2.27 -8.08 -1.88 0.32
H 1.25 -9.53 -1.69 0.35
H 1.35 -8.35 -0.39 0.33
H 0.93 -7.73 -4.01 0.27
H -0.82 -7.55 -3.90 0.23
H -0.10 -9.10 -3.56 0.38